Record 1
The following is a DFT calculation (the ωB97M-V functional and the def2-TZVPD basis) of a 12-piece molecular cluster, C50H75N11O3 overall.

CARTESIAN COORDINATES (ANGSTROEM)
N -0.799 -0.781 0.937
C -0.260 0.416 1.178
C 0.304 1.223 0.202
C 0.257 0.793 -1.123
C -0.236 -0.474 -1.374
C -0.703 -1.233 -0.313
H -0.262 0.809 2.190
H 0.665 2.218 0.410
H 0.448 1.482 -1.934
H -0.302 -0.852 -2.387
H -1.098 -2.222 -0.518
N 3.252 -6.047 -1.544
C 3.644 -5.064 -2.368
C 3.105 -3.790 -2.355
C 1.974 -3.544 -1.597
C 1.592 -4.525 -0.696
C 2.319 -5.707 -0.649
H 4.449 -5.297 -3.052
H 3.492 -3.032 -3.026
H 1.427 -2.609 -1.597
H 0.712 -4.381 -0.081
H 2.016 -6.471 0.057
N -4.923 3.860 -1.002
C -4.226 3.479 -2.075
C -3.346 2.403 -2.071
C -3.207 1.645 -0.912
C -3.903 2.073 0.207
C -4.733 3.173 0.130
H -4.504 3.994 -2.987
H -2.855 2.082 -2.983
H -2.535 0.798 -0.940
H -3.704 1.577 1.149
H -5.247 3.565 0.998
C -0.443 -4.791 -5.263
C 0.173 -3.391 -5.092
O -0.206 -3.023 -3.780
C -1.237 -3.787 -3.372
O -1.901 -3.573 -2.411
O -1.405 -4.827 -4.197
H 0.214 -5.655 -5.217
H -1.025 -4.841 -6.183
H -0.272 -2.684 -5.793
H 1.247 -3.427 -5.263
C -1.433 3.993 1.143
C -2.201 5.191 1.689
C -1.901 5.469 3.148
C -1.956 4.324 4.074
N -1.982 3.431 4.794
H -0.346 4.084 1.078
H -1.688 3.860 0.085
H -1.697 3.082 1.677
H -3.266 5.040 1.515
H -1.961 6.074 1.091
H -2.401 6.375 3.490
H -0.832 5.704 3.277
C -3.926 -5.072 2.027
C -2.443 -5.234 2.294
C -1.666 -3.920 2.426
C -2.245 -2.976 3.392
N -2.692 -2.249 4.158
H -4.444 -4.736 2.928
H -4.409 -6.025 1.796
H -4.125 -4.385 1.204
H -1.990 -5.886 1.544
H -2.311 -5.772 3.237
H -1.509 -3.358 1.504
H -0.663 -4.193 2.765
C 4.285 2.668 1.650
C 4.980 3.813 0.939
C 4.705 3.858 -0.571
C 3.266 3.971 -0.852
N 2.145 4.025 -1.074
H 4.612 1.695 1.269
H 3.214 2.652 1.450
H 4.502 2.667 2.715
H 6.056 3.699 1.078
H 4.659 4.756 1.386
H 4.969 2.883 -0.993
H 5.304 4.584 -1.111
C 1.620 -1.862 7.550
C 1.658 -2.828 6.364
C 0.799 -2.380 5.181
C 1.072 -1.022 4.759
N 1.326 0.047 4.427
H 0.600 -1.585 7.811
H 2.141 -0.929 7.312
H 2.166 -2.252 8.408
H 1.296 -3.786 6.741
H 2.686 -3.006 6.043
H -0.251 -2.327 5.504
H 0.804 -3.110 4.373
C 2.567 -1.394 1.301
C 3.512 -2.437 1.895
C 4.513 -3.031 0.908
C 5.383 -2.044 0.253
N 6.061 -1.309 -0.319
H 3.062 -0.455 1.069
H 1.845 -1.168 2.089
H 1.989 -1.764 0.452
H 2.891 -3.226 2.325
H 4.075 -1.986 2.716
H 3.978 -3.508 0.080
H 5.088 -3.806 1.417
C 3.995 0.001 -2.638
C 2.902 0.930 -3.144
C 3.379 1.853 -4.272
C 4.458 2.786 -3.896
N 5.303 3.537 -3.660
H 3.777 -0.729 -1.864
H 4.836 0.626 -2.334
H 4.335 -0.604 -3.488
H 2.521 1.563 -2.338
H 1.981 0.399 -3.402
H 2.567 2.369 -4.783
H 3.849 1.272 -5.079
C -4.419 -1.898 -0.535
C -5.598 -1.069 -1.102
C -6.759 -0.968 -0.120
C -6.530 -0.062 1.001
N -6.383 0.674 1.869
H -3.491 -1.489 -0.935
H -4.449 -2.953 -0.798
H -4.397 -1.777 0.549
H -5.907 -1.422 -2.086
H -5.193 -0.080 -1.327
H -6.918 -1.973 0.286
H -7.703 -0.675 -0.583
C -2.215 6.364 -1.916
C -0.735 5.973 -1.867
C -0.402 4.746 -2.713
C -0.625 4.966 -4.141
N -0.829 5.147 -5.255
H -2.674 6.103 -2.873
H -2.448 7.398 -1.673
H -2.757 5.738 -1.203
H -0.539 5.734 -0.817
H 0.001 6.752 -2.069
H -1.007 3.895 -2.386
H 0.623 4.389 -2.591

Atoms 1-3, force components in eV/Å:
N 0.48 -0.10 0.08
C 0.19 0.38 0.18
C -0.25 -0.04 -0.90

Values from the calculation:
**Gap between HOMO and LUMO**: 9.43 eV
**ΔE to the lowest compared entry with this formula, charge and spin**: 0.00 kJ/mol
**HOMO level**: -9.453 eV
**SMILES**: O=C1OCCO1.c1ccncc1.c1ccncc1.c1ccncc1.CCCC#N.CCCC#N.CCCC#N.CCCC#N.CCCC#N.CCCC#N.CCCC#N.CCCC#N

***

Record 2
The following is a DFT calculation (the ωB97M-V functional and the def2-TZVPD basis) of C50H77F4N10O7PSi2 as an isolated structure.

CARTESIAN COORDINATES (ANGSTROEM)
C 6.330 0.769 4.273
C 5.656 -0.438 3.461
O 6.250 -1.723 3.771
P 6.038 -2.852 2.531
O 7.102 -3.934 2.760
C 4.384 -3.759 2.635
C 3.116 -2.820 2.435
Si 1.521 -3.442 3.282
C 1.729 -3.958 5.107
C 3.023 -3.382 5.835
N 3.345 -1.969 5.496
O 0.272 -2.291 2.970
Si 0.082 -1.089 4.176
C -1.805 -1.071 4.609
O -2.644 -0.775 3.477
C -2.860 -1.956 2.674
O -2.359 -1.624 1.378
C -1.916 -2.786 0.663
C -0.677 -2.347 -0.246
O -0.032 -3.561 -0.697
C 0.524 0.699 3.617
F -0.438 1.598 4.122
F 1.733 1.055 4.261
C 0.712 0.918 2.065
F 1.693 0.094 1.533
F -0.530 0.779 1.468
O 6.350 -2.192 1.010
C 5.932 -3.059 -0.070
C 4.698 -2.366 -0.803
H 6.586 0.474 5.325
H 7.205 1.151 3.679
H 5.540 1.586 4.286
H 4.553 -0.400 3.736
H 5.722 -0.150 2.372
H 4.403 -4.330 3.604
H 4.343 -4.543 1.815
H 2.897 -2.812 1.316
H 3.271 -1.744 2.724
H 1.132 -4.674 2.550
H 1.842 -5.093 5.114
H 0.815 -3.760 5.754
H 3.910 -4.082 5.719
H 2.794 -3.402 6.952
H 3.008 -1.367 6.258
H 4.363 -1.848 5.513
H 0.783 -1.336 5.430
H -1.970 -0.317 5.446
H -2.074 -2.078 5.071
H -3.961 -2.223 2.653
H -2.317 -2.855 3.113
H -1.535 -3.627 1.307
H -2.774 -3.134 0.009
H -0.988 -1.687 -1.107
H 0.078 -1.743 0.352
H 0.924 -3.414 -0.744
H 1.036 1.996 1.924
H 5.757 -4.128 0.228
H 6.791 -3.064 -0.812
H 3.802 -3.033 -0.932
H 5.032 -1.880 -1.766
H 4.358 -1.509 -0.137
N -2.443 3.509 -2.618
C -2.337 3.178 -1.292
C -1.456 2.132 -1.185
C -1.008 1.822 -2.494
C -1.631 2.689 -3.357
H -3.026 4.240 -2.991
H -2.898 3.714 -0.542
H -1.164 1.644 -0.269
H -0.306 1.051 -2.774
H -1.569 2.793 -4.429
N -0.758 1.980 -7.150
C -1.481 3.110 -7.424
C -0.931 3.707 -8.531
C 0.161 2.905 -8.944
C 0.241 1.845 -8.074
H -0.934 1.347 -6.387
H -2.322 3.392 -6.808
H -1.277 4.619 -8.994
H 0.815 3.082 -9.784
H 0.922 1.009 -8.033
N -2.912 -7.483 3.301
C -3.810 -8.050 2.435
C -3.570 -7.541 1.182
C -2.483 -6.637 1.295
C -2.096 -6.625 2.613
H -2.859 -7.670 4.287
H -4.540 -8.762 2.784
H -4.115 -7.791 0.285
H -2.034 -6.061 0.500
H -1.314 -6.080 3.119
N -0.630 6.343 -1.273
C -0.265 7.639 -1.524
C 0.892 7.894 -0.832
C 1.241 6.706 -0.142
C 0.285 5.765 -0.436
H -1.444 5.885 -1.647
H -0.859 8.265 -2.170
H 1.428 8.830 -0.824
H 2.097 6.555 0.497
H 0.176 4.739 -0.122
N -1.754 6.894 -6.141
C -1.815 7.745 -7.212
C -1.848 9.030 -6.730
C -1.800 8.952 -5.315
C -1.740 7.623 -4.981
H -1.724 5.889 -6.198
H -1.831 7.365 -8.221
H -1.900 9.926 -7.328
H -1.808 9.778 -4.620
H -1.689 7.134 -4.021
N -4.212 -0.150 7.105
C -3.476 0.545 8.027
C -4.195 0.590 9.195
C -5.408 -0.108 8.971
C -5.389 -0.556 7.674
H -3.932 -0.334 6.157
H -2.508 0.947 7.773
H -3.884 1.071 10.109
H -6.206 -0.266 9.681
H -6.109 -1.125 7.108
N -0.679 -9.470 1.690
C -0.554 -9.799 3.013
C 0.336 -10.840 3.110
C 0.770 -11.147 1.798
C 0.129 -10.284 0.944
H -1.273 -8.741 1.324
H -1.108 -9.267 3.767
H 0.642 -11.325 4.025
H 1.473 -11.914 1.510
H 0.177 -10.180 -0.129
N 3.030 3.631 -7.299
C 3.711 4.379 -6.378
C 5.032 4.009 -6.423
C 5.154 3.003 -7.414
C 3.903 2.793 -7.939
H 2.040 3.687 -7.480
H 3.197 5.107 -5.770
H 5.822 4.417 -5.813
H 6.056 2.491 -7.710
H 3.560 2.121 -8.710
N -5.064 5.806 -4.983
C -5.475 4.558 -5.370
C -6.713 4.332 -4.823
C -7.066 5.489 -4.085
C -6.031 6.383 -4.204
H -4.187 6.236 -5.234
H -4.852 3.939 -5.997
H -7.301 3.435 -4.943
H -7.976 5.651 -3.529
H -5.898 7.375 -3.802

Atoms 1-3, force components in eV/Å:
C -0.71 -0.51 -0.92
C -0.81 2.50 0.60
O -1.34 -0.31 -3.07

Values from the calculation:
**Gap between HOMO and LUMO**: 8.24 eV
**HOMO level**: -8.126 eV

***

What is the gap between HOMO and LUMO in the second record? 8.24 eV

***

Look up the gap between HOMO and LUMO of the second one. 8.24 eV

***

Among the records above, which one has the lowest HOMO level? C50H75N11O3

***

Number 2 is which compound? C50H77F4N10O7PSi2